No. 1
{"formula": "C3H7OS", "method": "ωB97M-V with the def2-TZVPD basis set", "species": ["C", "S", "H", "H", "H", "O", "C", "C", "H", "H", "H", "H"], "coordinates": [[-0.85412, -0.94427, 1.01167], [0.45497, -2.13342, 1.62835], [-0.69854, 0.09119, 1.34440], [-1.90774, -1.13366, 1.40223], [-1.02624, -1.02039, -0.05720], [-0.63774, 2.10055, -1.08663], [0.21592, 1.44680, -0.52901], [0.91031, 0.19873, -0.99117], [0.49103, 1.74435, 0.50863], [1.40685, -0.15538, -0.11654], [0.16973, -0.55139, -1.22499], [1.47557, 0.35689, -1.88974]], "atomic_forces_ev_per_a": [[-1.5, -0.9, 1.3], [-0.7, 0.7, -0.3], [0.3, -0.1, -0.4], [1.2, -0.2, 0.0], [0.2, 0.2, 0.0], [0.4, -0.3, -0.4], [-0.5, 0.3, 0.5], [-1.0, 0.7, -0.2], [0.2, 0.1, -0.2], [1.0, -0.7, 0.2], [-0.1, 0.0, -0.3], [0.7, 0.2, -0.2]], "mol_weight_g_mol": 91.15, "lumo_ev": 3.836, "de_lowest_kcal_mol": 27.60, "charge": -1, "total_energy_ha": -591.9243}


No. 2
{"formula": "C3H7OS", "method": "ωB97M-V with the def2-TZVPD basis set", "species": ["O", "C", "H", "H", "C", "C", "S", "H", "H", "H", "H", "H"], "coordinates": [[2.89679, 0.75668, 1.87961], [2.01081, 1.28299, 1.23844], [1.74272, 0.90615, 0.25260], [1.42351, 2.15180, 1.56427], [-0.68605, -1.14660, -1.16527], [-1.34032, -0.20371, -0.13696], [-0.78449, 1.46760, 0.00515], [-0.85722, -0.94787, -2.21861], [0.39816, -1.04771, -0.97181], [-1.00783, -2.16479, -0.89339], [-2.42683, -0.31030, -0.37463], [-1.36925, -0.74424, 0.82061]], "atomic_forces_ev_per_a": [[-0.3, 0.3, 0.4], [0.8, -0.4, -0.2], [-0.2, 0.1, -0.3], [0.1, 0.1, 0.2], [1.1, 0.1, 1.3], [-2.0, -1.4, -0.5], [-0.1, 0.6, -0.1], [-0.3, 0.3, 0.0], [-0.2, -0.4, -0.4], [0.2, 0.0, -0.4], [0.2, 0.7, -0.1], [0.7, 0.1, 0.1]], "mol_weight_g_mol": 91.15, "lumo_ev": 4.096, "de_lowest_kcal_mol": 28.48, "charge": -1, "total_energy_ha": -591.9229}


No. 3
{"formula": "C3H7OS2", "method": "ωB97M-V with the def2-TZVPD basis set", "species": ["O", "C", "C", "C", "S", "S", "H", "H", "H", "H", "H", "H", "H"], "coordinates": [[2.04726, 1.70107, 2.08058], [0.96175, 2.27646, 1.44253], [-0.07096, 1.17883, 1.17681], [0.46688, -0.04564, 0.50668], [-0.89674, -1.09133, -0.18354], [-0.73234, -1.35199, -2.20654], [0.47878, 3.08734, 2.04299], [1.36680, 2.71190, 0.50061], [-0.46209, 0.98084, 2.18737], [-0.91833, 1.67172, 0.65829], [1.23764, 0.16971, -0.23998], [0.97036, -0.65722, 1.25639], [0.40948, -2.07308, -2.10140]], "atomic_forces_ev_per_a": [[-0.5, 0.4, 0.1], [2.4, -1.3, 0.7], [-1.4, 2.0, 0.5], [0.3, -0.3, -0.2], [-0.3, -0.1, 0.8], [0.9, 0.1, 0.2], [-0.2, 0.0, -0.3], [-0.8, 0.3, -0.4], [0.1, -0.5, -0.3], [0.1, -0.5, -0.3], [-0.3, 0.1, -0.2], [-0.1, -0.1, -0.1], [-0.3, 0.0, -0.5]], "mol_weight_g_mol": 123.22, "lumo_ev": 2.847, "smiles": "[O-]CCCSS", "de_lowest_kcal_mol": 21.97, "charge": -1, "total_energy_ha": -990.0950}


No. 4
{"formula": "C3H7OS2", "method": "ωB97M-V with the def2-TZVPD basis set", "species": ["C", "C", "C", "O", "S", "S", "H", "H", "H", "H", "H", "H", "H"], "coordinates": [[-0.36268, -1.24103, -0.94552], [1.12002, -0.04976, 0.43378], [-1.16341, 0.71982, 0.26011], [-0.08040, -0.00974, -0.37986], [-0.42980, -2.94413, 0.75474], [-1.59824, -1.30266, -2.08986], [0.94434, -0.61673, 1.34963], [1.89984, -0.53750, -0.14911], [1.41202, 0.97516, 0.65901], [-1.98691, 0.80643, -0.44808], [-1.49267, 0.19493, 1.15968], [-0.79922, 1.71527, 0.51195], [-1.48763, -2.61882, -2.30455]], "atomic_forces_ev_per_a": [[0.3, -2.9, 0.7], [1.7, 0.0, 0.7], [-1.3, 1.0, 0.5], [-0.3, 0.2, 0.0], [-0.1, 1.5, -1.5], [-0.3, 0.6, 0.2], [-0.3, 0.1, -0.2], [-0.3, 0.1, -0.1], [-0.2, 0.0, -0.2], [0.2, -0.1, 0.0], [0.3, -0.2, -0.2], [0.2, -0.2, -0.1], [0.2, -0.1, 0.1]], "mol_weight_g_mol": 123.22, "lumo_ev": [-4.882, -6.309], "spin_multiplicity": 3, "charge": 1, "total_energy_ha": -989.6234}